Entry 1:
The following is a quantum chemistry calculation of a molecular structure, C30H36ClN5O2STi, from the OMol25 dataset.

Geometry as XYZ:
```
76
Properties=species:S:1:pos:R:3:forces:R:3
Ti 0.009 -0.495 -1.140 -1.205 1.458 -1.563
C -3.376 -0.502 3.915 -0.010 0.049 0.000
C -2.961 0.943 4.222 0.006 -0.023 0.029
C -1.694 0.923 5.092 -0.056 0.024 -0.001
C -4.098 1.609 5.008 0.036 -0.032 -0.031
C -2.648 1.715 2.941 0.033 -0.001 -0.032
C -2.818 3.108 2.874 0.041 0.035 -0.021
C -2.502 3.833 1.742 0.017 0.041 0.078
C -2.005 3.151 0.639 -0.006 -0.085 -0.100
S -1.569 3.762 -0.926 0.056 -0.134 -0.044
C -1.185 2.152 -1.428 -0.376 0.307 0.062
N -1.348 1.227 -0.515 0.299 0.367 -0.272
C -1.819 1.767 0.675 0.036 0.144 0.188
C -2.135 1.063 1.833 0.022 -0.106 0.017
C -0.826 1.767 -2.792 -0.175 -0.082 -0.192
C -0.958 2.649 -3.861 0.024 -0.030 0.089
C -0.765 2.177 -5.148 -0.008 0.007 -0.023
C -0.467 0.835 -5.349 0.009 0.018 -0.019
C -0.316 -0.023 -4.267 0.035 -0.155 0.094
C -0.470 0.413 -2.948 -0.309 0.881 -0.648
H -3.712 -0.987 4.832 0.016 -0.008 0.005
H -2.545 -1.096 3.530 0.000 -0.008 -0.011
H -4.197 -0.533 3.196 0.002 -0.015 -0.002
H -1.872 0.354 6.006 0.008 0.006 0.008
H -1.401 1.937 5.372 0.026 -0.007 0.000
H -0.860 0.465 4.556 0.003 -0.011 0.002
H -4.394 0.965 5.836 0.005 0.011 0.017
H -4.972 1.775 4.376 -0.014 -0.002 0.015
H -3.792 2.563 5.437 -0.025 0.011 -0.011
H -3.205 3.642 3.729 -0.015 0.001 -0.008
H -2.637 4.906 1.720 -0.027 -0.005 -0.004
H -1.966 -0.003 1.860 -0.003 -0.017 -0.022
H -1.235 3.683 -3.691 0.004 0.013 -0.051
H -0.873 2.843 -5.994 0.008 0.004 0.003
H -0.343 0.459 -6.357 -0.017 -0.005 -0.001
H -0.063 -1.061 -4.462 0.022 0.009 -0.021
Cl 2.246 -6.091 2.504 -0.004 -0.011 0.002
C 1.700 -4.916 1.357 0.011 -0.010 0.025
C 1.472 -5.301 0.033 -0.042 0.072 -0.020
C 1.049 -4.365 -0.885 -0.013 0.028 -0.143
C 0.846 -3.037 -0.520 0.197 -0.180 0.313
O 0.479 -2.145 -1.461 0.808 -2.272 0.239
C 1.055 -2.640 0.834 -0.079 -0.084 -0.307
C 0.842 -1.323 1.325 0.097 0.150 0.190
O 0.453 -0.297 0.623 0.403 -0.825 2.065
C 1.495 -3.621 1.751 -0.013 0.031 0.073
H 1.629 -6.328 -0.267 0.014 -0.008 0.024
H 0.869 -4.642 -1.916 0.020 -0.014 0.010
H 1.030 -1.138 2.381 0.018 0.049 -0.007
H 1.669 -3.339 2.782 0.001 -0.007 0.001
N -2.080 -2.401 0.143 -0.107 -0.171 0.012
N -2.086 -1.553 -1.013 0.146 0.098 0.119
H -2.966 -2.884 0.252 -0.019 0.055 -0.007
H -1.933 -1.831 0.966 -0.034 0.044 -0.019
H -2.919 -0.970 -1.062 0.092 0.085 -0.020
H -2.093 -2.169 -1.820 0.051 0.061 -0.026
C 2.687 -0.465 -2.873 0.117 0.038 -0.039
C 4.126 0.022 -3.187 -0.030 0.007 0.025
N 4.654 0.808 -2.079 0.078 -0.009 -0.008
C 4.627 -0.012 -0.878 -0.043 0.005 -0.004
C 3.168 -0.401 -0.523 0.087 0.027 0.042
N 2.227 0.087 -1.569 -0.058 0.206 -0.108
C 2.346 1.571 -1.624 0.078 0.083 -0.022
C 3.821 1.984 -1.871 -0.012 -0.025 0.003
H 2.630 -1.551 -2.810 -0.026 -0.007 0.019
H 1.996 -0.130 -3.641 -0.029 -0.028 0.010
H 4.139 0.639 -4.086 -0.019 0.006 0.004
H 4.793 -0.823 -3.359 -0.004 -0.005 -0.011
H 5.083 0.547 -0.060 -0.005 -0.003 0.007
H 5.236 -0.899 -1.051 -0.006 -0.007 -0.002
H 2.876 0.045 0.425 -0.036 -0.005 -0.003
H 3.060 -1.481 -0.447 -0.027 -0.016 0.007
H 1.967 1.974 -0.682 -0.019 -0.010 0.003
H 1.707 1.925 -2.431 -0.022 -0.021 0.010
H 4.221 2.541 -1.024 -0.015 0.005 0.006
H 3.896 2.623 -2.752 -0.016 0.010 0.006
```
Forces are in eV/Å.

Output
⟨S²⟩: 0.781
frontier orbital gap (alpha / beta): 6.3 / 7.4 eV
strongest force on any atom: 2.45 eV/A
total charge: +1
HOMO level (alpha / beta): -0.35788 / -0.40190 Eh
LUMO level (alpha / beta): -3.45 / -3.56 eV
energy above the lowest of the compared OMol25 structures with the same formula, charge and spin: 1.299 eV
spin multiplicity: 2


Entry 2:
The following is a quantum chemistry calculation of a molecular structure, C30H36LuN4P2, from the OMol25 dataset.

Geometry as XYZ:
```
73
Properties=species:S:1:pos:R:3:forces:R:3
Lu -0.997 -0.017 0.702 -0.573 -0.540 0.019
C -5.004 -1.378 -1.146 -0.120 -0.027 -0.059
C -3.726 -0.857 -0.981 -0.016 0.082 0.035
N -2.986 -1.084 0.103 0.390 0.215 0.247
C -3.492 -1.888 1.089 0.100 0.080 -0.112
C -4.782 -2.407 1.022 -0.244 -0.084 -0.016
C -5.541 -2.133 -0.136 -0.105 -0.050 0.069
C -5.293 -3.210 2.095 -0.115 0.028 -0.126
C -4.513 -3.517 3.148 0.062 -0.056 0.131
C -3.153 -3.065 3.200 0.030 -0.206 0.178
C -2.271 -3.468 4.223 -0.065 -0.058 0.072
C -0.955 -3.081 4.187 -0.002 -0.079 0.114
C -0.531 -2.252 3.156 0.108 0.037 -0.017
N -1.343 -1.813 2.198 -0.089 0.481 -0.503
C -2.644 -2.245 2.194 0.062 0.111 -0.080
H -5.556 -1.169 -2.052 0.013 -0.005 0.026
H -3.286 -0.228 -1.741 0.056 0.046 -0.062
H -6.546 -2.534 -0.219 0.059 0.020 0.001
H -6.313 -3.571 2.035 0.049 0.012 -0.010
H -4.887 -4.131 3.958 0.028 0.026 -0.035
H -2.638 -4.103 5.022 0.023 0.034 -0.047
H -0.250 -3.403 4.939 -0.010 -0.007 -0.009
H 0.503 -1.940 3.099 0.035 0.025 -0.001
C 1.514 0.662 3.188 -0.049 0.028 -0.083
P 1.109 1.524 1.630 0.528 -0.142 -0.220
C 1.479 0.254 0.296 -0.071 -0.101 0.086
N 2.255 -0.782 0.607 0.079 0.131 -0.068
C 2.633 -1.633 -0.360 -0.051 0.054 0.109
C 3.528 -2.689 -0.068 0.069 -0.045 0.038
C 3.894 -3.534 -1.070 0.022 -0.035 -0.026
C 3.371 -3.388 -2.390 0.072 -0.087 0.025
C 2.487 -2.399 -2.696 -0.012 0.012 -0.107
C 2.106 -1.490 -1.685 -0.096 0.033 -0.002
N 1.196 -0.538 -1.943 0.060 0.001 -0.073
C 0.920 0.377 -1.027 -0.176 -0.091 0.275
P -0.605 1.329 -1.610 0.238 0.214 0.007
C -0.867 2.869 -0.610 0.197 -0.118 -0.358
C -0.352 1.820 -3.457 -0.063 -0.239 0.108
C -1.146 0.788 -4.267 0.068 -0.013 -0.043
C -0.929 3.221 -3.666 -0.071 -0.022 -0.038
C 1.125 1.809 -3.843 0.013 0.134 0.004
C 2.578 2.718 1.368 -0.262 0.084 0.057
C 2.222 3.995 2.136 0.027 0.025 -0.036
C 3.835 2.057 1.944 0.047 0.098 0.017
C 2.798 3.004 -0.118 0.045 -0.053 -0.003
H 2.286 -0.087 3.040 0.089 -0.043 0.016
H 0.627 0.221 3.635 -0.061 -0.052 0.065
H 1.871 1.414 3.892 0.001 0.035 0.027
H 3.924 -2.783 0.937 -0.042 0.021 -0.066
H 4.598 -4.332 -0.868 -0.025 0.005 -0.040
H 3.685 -4.083 -3.158 0.016 0.007 0.034
H 2.084 -2.279 -3.695 0.013 -0.006 0.099
H -1.485 3.508 -1.239 -0.120 0.030 -0.032
H 0.036 3.408 -0.354 0.021 0.110 0.041
H -1.441 2.704 0.300 -0.087 -0.019 0.195
H -2.204 0.783 -3.995 0.026 0.021 -0.017
H -0.740 -0.218 -4.145 -0.014 0.036 0.010
H -1.082 1.050 -5.327 0.017 -0.009 0.068
H -2.003 3.279 -3.469 0.070 -0.006 0.047
H -0.790 3.458 -4.725 -0.042 -0.016 0.070
H -0.404 3.992 -3.100 -0.009 -0.041 -0.020
H 1.570 0.820 -3.788 -0.030 0.026 -0.013
H 1.715 2.509 -3.247 -0.028 -0.021 -0.014
H 1.182 2.137 -4.884 0.015 0.007 0.046
H 1.929 3.793 3.169 0.020 0.003 -0.008
H 1.419 4.553 1.651 0.004 -0.019 0.014
H 3.103 4.640 2.173 -0.034 -0.013 -0.017
H 3.859 2.082 3.034 -0.014 -0.028 -0.074
H 4.696 2.632 1.590 -0.068 -0.018 0.061
H 3.973 1.029 1.603 -0.012 0.020 -0.026
H 1.895 3.288 -0.659 0.051 0.021 0.030
H 3.263 2.158 -0.631 -0.047 0.026 0.026
H 3.489 3.847 -0.193 0.000 -0.037 -0.007
```
Forces are in eV/Å.

Output
frontier orbital gap: 7.5 eV
strongest force on any atom: 0.79 eV/A
total charge: +3
HOMO level: -0.62778 Eh
LUMO level: -9.59 eV


Entry 3:
The following is a quantum chemistry calculation of a gas-phase ion, C30H37 (charge +1), from the OMol25 dataset.

Geometry as XYZ:
```
67
Properties=species:S:1:pos:R:3:forces:R:3
C 1.131 -0.034 -1.635 1.755 -2.241 2.033
C 2.373 0.521 -2.249 -0.721 0.621 -0.640
C 3.607 -0.033 -2.751 0.255 0.251 0.740
C 4.686 0.885 -3.079 -1.093 0.179 0.330
C 5.958 0.445 -3.363 -0.023 -0.232 -0.230
C 6.240 -0.934 -3.426 -0.373 0.857 0.019
C 5.230 -1.840 -3.170 -1.546 -0.656 0.048
C 3.929 -1.418 -2.839 0.462 0.207 0.448
H 0.366 0.050 -2.385 -0.121 -0.157 -0.920
H 1.366 -1.065 -1.326 -0.194 -0.074 -0.830
H 2.192 1.548 -2.576 0.532 0.246 0.249
H 4.453 1.954 -3.035 0.234 -0.354 -0.091
H 6.740 1.153 -3.601 -0.064 0.056 0.101
H 7.230 -1.273 -3.706 -0.048 0.008 0.091
H 5.405 -2.911 -3.271 0.042 0.318 0.118
H 3.144 -2.131 -2.618 0.151 -0.156 -0.111
C -4.332 -3.336 3.809 -0.127 0.422 0.139
C -3.083 -2.699 3.289 0.772 0.084 -0.540
C -2.749 -1.397 3.649 0.217 -0.108 -0.013
C -1.559 -0.782 3.247 -0.265 -0.988 -0.545
C -1.364 0.618 3.749 -0.018 0.239 0.129
C -0.672 -1.494 2.398 -0.151 0.593 0.101
C 0.632 -0.823 1.955 0.520 -0.299 -0.020
C 1.564 -0.596 3.176 0.178 -0.016 0.379
C 0.470 0.466 1.112 0.813 0.237 0.525
C 0.073 0.286 -0.374 -1.469 1.416 0.435
C -0.845 1.412 -0.879 -0.475 0.057 0.024
C -1.873 1.064 -1.797 0.757 -0.170 -0.500
C -2.235 -0.385 -2.045 -0.111 -0.037 0.105
C -2.480 2.029 -2.585 0.180 0.373 0.019
C -2.196 3.395 -2.429 0.004 -0.608 1.091
C -2.859 4.445 -3.252 -0.126 -0.078 -0.295
C -1.367 3.733 -1.359 -0.048 0.058 -0.295
C -0.692 2.776 -0.575 0.260 0.418 -0.717
C 0.216 3.345 0.484 0.336 0.355 0.340
C -0.996 -2.811 2.002 -0.284 0.509 0.161
C -0.114 -3.662 1.121 0.062 0.133 -0.028
C -2.198 -3.374 2.431 -0.335 0.082 0.387
H -4.470 -4.335 3.432 -0.042 -0.365 -0.178
H -4.316 -3.382 4.899 0.024 -0.030 0.008
H -5.194 -2.731 3.531 -0.121 -0.066 -0.007
H -3.427 -0.822 4.279 0.075 -0.171 -0.006
H -0.340 0.966 3.740 -0.080 0.108 -0.026
H -1.960 1.326 3.173 -0.088 0.068 -0.067
H -1.710 0.670 4.780 -0.031 0.085 0.051
H 1.163 -1.523 1.310 0.061 -0.230 -0.019
H 1.784 -1.552 3.690 -0.176 0.375 -0.356
H 2.535 -0.149 2.892 -0.415 -0.157 -0.028
H 1.110 0.059 3.943 0.428 -0.435 -0.487
H -0.193 1.134 1.713 0.138 -0.434 -1.272
H 1.415 1.005 1.090 0.302 -0.152 0.434
H -0.507 -0.650 -0.378 0.287 0.268 -0.399
H -3.131 -0.451 -2.667 0.102 0.032 0.107
H -1.455 -0.965 -2.564 -0.137 0.132 0.218
H -2.454 -0.867 -1.085 0.007 -0.148 -0.240
H -3.153 1.700 -3.372 -0.118 0.090 0.134
H -2.583 5.433 -2.923 0.084 0.341 0.167
H -2.578 4.367 -4.298 0.010 -0.079 -0.200
H -3.944 4.361 -3.198 -0.045 -0.025 -0.001
H -1.194 4.804 -1.167 -0.047 -0.577 0.034
H 0.413 4.418 0.327 -0.223 -0.397 -0.141
H -0.265 3.276 1.472 0.286 -0.096 -0.192
H 1.201 2.864 0.534 -0.327 0.087 0.045
H -0.576 -4.634 0.991 -0.033 -0.154 -0.033
H 0.014 -3.240 0.121 0.071 0.079 0.020
H 0.874 -3.833 1.553 0.014 0.097 -0.007
H -2.451 -4.379 2.087 0.058 0.209 0.203
```
Forces are in eV/Å.

Output
frontier orbital gap: 4.6 eV
strongest force on any atom: 3.50 eV/A
total charge: +1
HOMO level: -0.38730 Eh
LUMO level: -5.93 eV